{
  "formula": "C2H7NS",
  "method": "ωB97M-V with the def2-TZVPD basis set",
  "multiplicity": 1,
  "smiles": "C=CN.S",
  "gap_ev": 9.219,
  "homo_ha": -0.3074,
  "total_charge": 0,
  "e_above_lowest_kcal_mol": 20.09,
  "elements": ["C", "C", "N", "H", "H", "H", "H", "H", "S", "H", "H"],
  "coordinates": [[0.413, -0.795, -0.745], [-0.695, -0.300, -1.301], [-1.587, 0.607, -0.721], [1.080, -1.529, -1.160], [0.769, -0.260, 0.133], [-1.169, -0.616, -2.226], [-1.203, 1.122, 0.057], [-2.229, 0.978, -1.402], [2.041, 0.164, 2.781], [1.240, -0.647, 2.077], [1.339, 1.275, 2.506]],
  "forces_ev_per_a": [[-0.1, 1.1, 0.1], [-1.0, -0.3, 0.0], [1.0, -0.9, -0.2], [-0.2, -0.1, -0.3], [0.0, -0.3, 0.0], [0.7, -0.6, -0.2], [-0.6, 0.5, -0.3], [0.1, 0.7, 0.7], [0.1, 0.0, 0.1], [0.0, 0.1, 0.1], [0.0, -0.2, 0.0]],
  "mulliken_charge": [-0.579, 0.126, -0.421, 0.296, -0.084, 0.250, 0.192, 0.216, -0.282, 0.151, 0.135]
}



{
  "formula": "CHHoLiO",
  "method": "ωB97M-V with the def2-TZVPD basis set",
  "multiplicity": 5,
  "gap_ev": [5.651, 6.579],
  "homo_ha": [-0.3682, -0.4205],
  "total_charge": 1,
  "e_above_lowest_kcal_mol": 0.00,
  "elements": ["H", "Ho", "O", "C", "Li"],
  "coordinates": [[0.487, -0.789, -2.319], [-1.511, -0.640, -0.313], [2.110, -0.210, -1.386], [1.524, -1.263, -1.299], [1.524, 1.375, -2.374]],
  "forces_ev_per_a": [[-1.4, -0.6, 0.3], [0.6, -0.3, -0.5], [1.2, -0.7, 1.1], [-0.4, 2.6, -1.1], [0.1, -0.9, 0.2]],
  "mulliken_charge": [-0.304, 0.768, -0.414, 0.050, 0.900]
}



{
  "formula": "C32H68NO20S",
  "method": "ωB97M-V with the def2-TZVPD basis set",
  "multiplicity": 1,
  "gap_ev": 5.869,
  "homo_ha": -0.1467,
  "total_charge": -1,
  "e_above_lowest_kcal_mol": 242.21,
  "elements": ["N", "H", "H", "H", "H", "S", "O", "O", "O", "O", "O", "C", "O", "C", "C", "C", "H", "H", "H", "H", "H", "H", "H", "H", "O", "C", "O", "C", "C", "C", "H", "H", "H", "H", "H", "H", "H", "H", "O", "C", "O", "C", "C", "C", "H", "H", "H", "H", "H", "H", "H", "H", "O", "C", "O", "C", "C", "C", "H", "H", "H", "H", "H", "H", "H", "H", "O", "C", "O", "C", "C", "C", "H", "H", "H", "H", "H", "H", "H", "H", "O", "C", "O", "C", "C", "C", "H", "H", "H", "H", "H", "H", "H", "H", "O", "C", "O", "C", "C", "C", "H", "H", "H", "H", "H", "H", "H", "H", "O", "C", "O", "C", "C", "C", "H", "H", "H", "H", "H", "H", "H", "H"],
  "coordinates": [[13.019, 9.780, 64.091], [12.091, 9.351, 64.188], [12.965, 10.535, 63.299], [13.657, 8.951, 64.064], [13.257, 10.287, 64.875], [11.093, 12.323, 63.775], [9.890, 12.851, 63.166], [10.898, 10.856, 63.991], [12.116, 12.355, 62.853], [11.318, 13.035, 64.998], [9.296, 14.031, 59.371], [10.042, 13.153, 58.817], [11.028, 12.549, 59.446], [11.525, 12.835, 60.681], [12.537, 13.987, 60.708], [9.942, 12.820, 57.397], [11.837, 11.820, 61.038], [10.876, 13.113, 61.441], [12.832, 14.112, 61.602], [12.071, 14.891, 60.324], [13.346, 13.772, 59.789], [9.611, 11.719, 57.278], [10.839, 13.009, 57.001], [9.304, 13.413, 56.935], [16.065, 7.782, 63.437], [16.545, 6.703, 63.078], [16.376, 6.054, 61.953], [15.638, 6.731, 60.960], [16.398, 6.587, 59.634], [17.239, 5.772, 64.138], [15.619, 7.852, 61.144], [14.543, 6.345, 61.112], [15.754, 7.071, 58.823], [16.363, 5.367, 59.441], [17.434, 6.922, 59.473], [16.880, 4.813, 64.269], [17.005, 6.125, 65.257], [18.387, 5.916, 63.825], [13.834, 10.092, 60.990], [14.837, 10.528, 60.320], [15.716, 11.564, 60.778], [15.439, 12.200, 61.951], [16.341, 13.321, 62.330], [15.322, 10.049, 58.948], [15.561, 11.490, 62.686], [14.382, 12.664, 61.913], [17.476, 13.028, 62.193], [16.294, 13.704, 63.251], [16.128, 13.944, 61.382], [15.062, 9.058, 58.622], [16.411, 10.122, 58.965], [14.969, 10.601, 58.423], [10.254, 8.509, 62.404], [9.267, 9.171, 62.194], [8.100, 8.714, 61.865], [7.969, 7.275, 61.605], [7.022, 7.123, 60.340], [9.225, 10.705, 62.517], [7.502, 6.797, 62.389], [8.933, 6.781, 61.564], [7.493, 7.448, 59.295], [6.139, 7.495, 60.592], [6.992, 5.967, 60.230], [8.694, 11.003, 63.241], [8.993, 11.233, 61.553], [10.136, 11.080, 62.867], [15.779, 10.344, 64.118], [16.820, 11.044, 63.999], [16.769, 12.359, 64.008], [15.655, 13.098, 64.382], [15.854, 14.586, 64.554], [18.170, 10.500, 63.876], [15.291, 12.528, 65.323], [15.008, 12.983, 63.500], [14.914, 15.051, 64.686], [16.512, 15.045, 63.856], [16.387, 14.831, 65.427], [18.631, 10.696, 64.880], [18.809, 11.198, 63.346], [18.114, 9.351, 63.665], [13.039, 8.354, 68.223], [12.011, 9.059, 68.056], [11.094, 9.378, 69.130], [11.348, 8.880, 70.366], [10.180, 9.090, 71.344], [11.808, 9.802, 66.767], [12.239, 9.236, 70.540], [11.306, 7.589, 70.191], [9.306, 8.445, 71.020], [9.917, 10.158, 71.337], [10.605, 8.642, 72.272], [12.434, 10.735, 66.587], [10.842, 10.039, 66.504], [12.355, 9.194, 65.976], [12.773, 6.730, 63.212], [13.497, 5.845, 63.573], [14.321, 5.823, 64.643], [14.511, 7.021, 65.380], [15.542, 6.797, 66.437], [13.688, 4.543, 62.764], [13.475, 7.393, 65.894], [14.841, 7.982, 64.775], [16.479, 6.469, 66.052], [15.345, 5.949, 67.220], [15.532, 7.669, 66.953], [14.261, 4.824, 61.766], [12.792, 4.011, 62.657], [14.402, 3.941, 63.125], [7.718, 6.827, 65.710], [8.418, 7.261, 64.801], [8.714, 6.664, 63.774], [8.339, 5.190, 63.732], [9.016, 4.584, 62.627], [8.783, 8.693, 64.732], [7.373, 5.063, 63.662], [8.690, 4.568, 64.604], [8.929, 5.008, 61.569], [8.646, 3.719, 62.448], [9.944, 4.611, 62.667], [9.853, 8.694, 64.534], [8.711, 9.152, 65.601], [8.292, 9.359, 64.188]],
  "forces_ev_per_a": [[0.4, -1.9, -3.2], [-0.1, 1.0, -0.5], [0.1, -1.6, 0.8], [-0.1, 1.4, -1.1], [0.4, 1.5, 2.0], [-4.9, 0.6, 4.6], [-1.0, 1.9, -0.1], [2.1, -0.3, 4.8], [7.7, 0.4, -2.9], [1.5, 0.6, 2.3], [2.4, -2.9, -1.9], [-2.5, 4.0, 3.8], [-1.0, -0.5, -3.8], [1.9, -0.8, 1.6], [-0.9, -2.2, -10.0], [-1.0, -5.0, 2.4], [0.5, 1.4, -0.8], [-2.4, 0.4, 0.4], [2.8, 0.9, 6.3], [-0.4, 0.2, 0.2], [-1.2, 0.5, 2.7], [0.8, 1.7, 0.0], [3.7, 0.1, -1.8], [-3.3, 2.6, -1.8], [2.0, -1.7, -2.5], [-1.1, -0.4, 4.5], [0.5, 0.2, -0.2], [-0.8, 2.5, -0.6], [-2.5, -3.7, -1.8], [2.9, 4.1, 0.3], [-0.2, -1.4, 0.4], [2.0, 1.0, -1.4], [0.9, -0.8, 1.0], [0.4, 3.0, 0.0], [-0.5, 0.1, 0.9], [-0.4, -2.4, -1.0], [2.4, -0.7, -4.9], [-2.3, -1.0, 1.1], [4.8, 2.2, -3.1], [-2.5, -0.8, 3.8], [-0.7, -2.5, -3.9], [-3.1, 1.5, 0.7], [4.3, 0.6, -12.1], [7.4, -10.6, 12.1], [-1.5, -1.3, 0.6], [1.3, -1.2, 0.1], [-2.0, 0.6, -0.4], [0.6, 2.9, -2.6], [0.6, 0.6, 1.6], [-0.5, -0.4, 0.6], [-0.1, 0.2, -0.2], [-7.1, 12.0, -11.9], [0.5, -0.9, -1.2], [2.0, 3.9, 2.1], [-2.1, -2.5, -1.0], [-0.4, 2.0, -3.9], [6.6, -3.6, -1.8], [1.1, -4.0, -10.2], [-1.6, -0.2, 1.0], [0.1, 0.8, -0.7], [-1.2, -0.1, 2.5], [-3.9, 1.7, 0.5], [-0.5, 1.7, 0.1], [-4.9, 1.7, 5.1], [-0.5, -0.4, 0.8], [-0.6, -2.1, -2.6], [2.9, 1.5, 0.5], [-4.0, -1.9, 1.6], [4.2, -2.5, 4.4], [-4.4, -2.7, 4.3], [0.9, 0.0, 2.2], [0.9, -1.4, 1.3], [0.0, 1.4, -1.2], [-1.6, -0.2, 2.8], [-1.1, 0.5, -0.4], [-0.2, 0.7, -0.9], [0.6, -0.1, 1.8], [-0.5, -0.7, -0.3], [0.0, -0.5, -1.1], [0.4, 2.5, 0.1], [-3.6, 1.8, 0.1], [2.5, -0.2, 2.3], [0.2, 0.7, -5.3], [-4.9, -6.9, -1.0], [0.6, -0.8, -0.8], [3.3, -0.7, -0.8], [4.9, 1.3, 2.5], [1.0, 3.4, 0.9], [1.0, 1.0, 0.3], [-0.1, -0.4, 0.7], [-0.8, 0.9, -0.2], [-1.0, -0.6, 1.4], [-2.1, 0.4, -0.6], [-1.6, 0.0, 1.6], [0.4, 0.2, 0.7], [0.4, -1.3, -1.0], [-0.2, 0.5, -0.6], [-2.7, 2.9, 1.2], [-1.7, -3.7, 1.3], [0.5, 3.6, -2.5], [2.3, -1.3, -1.0], [-0.6, -2.6, 1.0], [-0.6, 1.5, 1.6], [-0.4, 1.4, -1.4], [0.7, 2.7, 1.8], [-2.1, -0.6, 1.7], [-1.3, -0.5, -0.6], [2.4, -2.3, 2.2], [0.5, -0.8, 0.1], [-3.8, 4.0, 4.9], [2.2, -6.3, -2.7], [4.8, 1.5, 2.2], [-4.4, 4.9, -4.2], [3.9, -3.6, 0.6], [-5.3, 0.0, -0.1], [-0.4, 1.5, -0.1], [-0.7, 0.1, 1.4], [-2.1, -6.3, -0.6], [8.7, -0.3, 1.2], [-0.2, 0.5, -0.4], [-0.5, 1.4, 4.8], [-2.2, 1.8, -3.2]],
  "mulliken_charge": [2.008, -0.241, -0.589, -0.420, 0.504, 1.390, -0.911, -0.123, -0.744, -1.016, -0.647, 0.926, -0.285, 0.193, -1.736, -1.517, 0.176, 0.583, 0.652, 0.552, 0.073, 0.211, 0.383, 0.496, -0.020, 0.713, -0.324, 0.914, -1.480, -1.172, -0.436, 0.025, 0.345, 0.271, 0.274, 0.392, 0.075, 0.254, -0.193, 0.735, -0.452, 1.786, -0.349, -2.591, -0.873, -0.042, 0.163, -0.624, 0.385, 0.267, 0.383, 1.289, -0.181, -0.029, -0.320, 0.173, -1.515, -1.080, 0.263, 0.182, 0.279, 0.440, 0.325, 1.131, 0.225, -0.445, -0.476, 0.534, -0.331, 0.736, -1.958, -1.395, 0.285, 0.089, 0.459, 0.398, 0.495, 0.422, 0.405, 0.043, -0.583, 0.087, -0.264, -0.342, -1.091, 0.548, 0.464, 0.210, 0.247, 0.334, 0.341, 0.312, 0.277, -0.475, -0.353, 0.815, -0.294, 1.374, -1.691, -1.473, -0.069, -0.689, 0.312, 0.316, 0.493, 0.262, 0.511, 0.497, -0.744, 0.494, -0.037, -0.368, -2.020, -1.218, 0.458, 0.352, 0.402, 0.748, 0.627, -0.091, 0.867, 0.665]
}